Molecular formula: C20H63N3O13
Method: DFT, ωB97M-V with the def2-TZVPD basis set

gap between HOMO and LUMO = 6.66 eV
spin multiplicity = 1

Geometry (Å):
1 C -1.300522 -0.890915 -1.094366
2 O -1.075579 0.458000 -1.525940
3 C -2.048292 1.420023 -1.138261
4 C -1.522009 2.804815 -1.469833
5 N -1.371778 2.898483 -2.930709
6 C -0.634319 4.099703 -3.282591
7 C -0.640614 4.489296 -4.812287
8 O 0.317836 3.672653 -5.496161
9 C 0.316264 3.900512 -6.924005
10 H -1.177373 -0.970385 -0.014265
11 H -0.537466 -1.541871 -1.521116
12 H -2.328515 -1.201505 -1.281078
13 H -2.294988 1.414828 -0.076560
14 H -3.007177 1.303118 -1.643202
15 H -0.513597 2.881051 -1.063162
16 H -2.128062 3.611630 -1.057718
17 H -0.733995 2.167319 -3.211290
18 H 0.422833 4.061211 -3.019823
19 H -0.997983 4.949325 -2.704662
20 H -0.437299 5.529295 -5.067572
21 H -1.590968 4.188204 -5.253041
22 H 1.127386 3.319921 -7.363433
23 H 0.442547 4.951527 -7.183829
24 H -0.572327 3.492409 -7.405624
25 C -1.791548 -1.087481 1.023673
26 O -2.140378 -0.945545 2.423736
27 C -0.953505 -0.380103 3.019031
28 C -1.281313 -0.316099 4.535809
29 N -1.478611 -1.661544 5.092436
30 C -2.404049 -1.660406 6.231105
31 C -2.221565 -2.987014 7.072841
32 O -3.176411 -4.027380 6.774130
33 C -3.118564 -4.449778 5.453590
34 H -2.727312 -1.261161 0.492375
35 H -1.053961 -1.861853 0.812919
36 H -1.384833 -0.150863 0.642319
37 H -0.623357 0.636264 2.804315
38 H -0.118195 -1.023691 2.743067
39 H -2.140327 0.347782 4.633004
40 H -0.511559 0.198750 5.110714
41 H -1.943203 -2.126123 4.325354
42 H -3.405668 -1.441566 5.861010
43 H -2.201249 -0.770250 6.826580
44 H -2.397264 -2.652051 8.095104
45 H -1.230152 -3.439529 7.052390
46 H -3.464613 -3.699249 4.742909
47 H -3.652346 -5.391402 5.325067
48 H -2.059142 -4.606231 5.250495
49 C -0.000143 2.442783 1.477837
50 O 0.658905 1.798887 0.409277
51 C 1.589429 2.588733 -0.303160
52 C 1.915583 1.845642 -1.664698
53 N 0.847485 2.172538 -2.548302
54 C 1.122610 1.631972 -3.877501
55 C 0.870602 0.130464 -4.246604
56 O 1.845989 -0.797759 -3.780561
57 C 1.607084 -2.222965 -4.065149
58 H -0.941954 1.923495 1.655101
59 H -0.161435 3.518563 1.408663
60 H 0.677391 2.370497 2.328599
61 H 2.522035 2.759616 0.234571
62 H 1.134423 3.552443 -0.531908
63 H 1.951924 0.796272 -1.372113
64 H 2.939732 2.140582 -1.893181
65 H 0.006083 1.723273 -2.216199
66 H 2.155506 1.841636 -4.155458
67 H 0.447289 2.230124 -4.489293
68 H 0.880539 0.081718 -5.335462
69 H -0.122079 -0.170004 -3.911333
70 H 1.558878 -2.387936 -5.141511
71 H 0.729786 -2.574310 -3.521983
72 H 2.436371 -2.779253 -3.628213
73 C -0.165494 -2.858279 -1.117170
74 O -0.298344 -3.319423 -2.502219
75 H -1.067965 -3.002590 -0.523195
76 H 0.667298 -3.207465 -0.506741
77 H 0.085198 -1.797802 -1.142596
78 H 0.515735 -3.495720 -2.979485
79 C 0.782053 -0.398005 0.423440
80 O 0.799085 -1.676849 0.973767
81 H 0.284825 -0.540324 -0.536040
82 H 0.175097 0.124646 1.162727
83 H 1.779159 0.020609 0.286890
84 H 1.219841 -1.719297 1.835600
85 O 3.479032 0.971425 0.250463
86 H 2.924053 0.454805 -0.333794
87 H 4.311000 1.050180 -0.216288
88 O 1.986509 -3.225585 2.431112
89 H 2.227758 -2.306107 2.543279
90 H 1.998736 -3.586746 3.317474
91 O 3.342569 -0.091306 2.017601
92 H 3.966222 -0.795003 1.838457
93 H 3.329901 0.428489 1.213924
94 O 1.771724 -1.305003 2.617440
95 H 1.587503 -1.147865 3.543502
96 H 2.383561 -0.610557 2.373253
97 O 1.883964 -3.075325 0.498675
98 H 1.809346 -3.453945 1.374635
99 H 1.314723 -2.306091 0.520427

Force components x, y, z for each atom (eV/Å):
C -3.8 3.7 -5.1
O -1.5 0.8 0.3
C -0.5 0.9 0.3
C 0.5 -0.4 -0.8
N -1.3 1.4 -0.6
C 0.0 2.2 -1.5
C -0.6 -1.5 0.3
O 0.2 1.2 -1.5
C 0.1 -0.7 0.7
H 2.4 -0.4 -6.8
H -6.5 4.6 -4.4
H -0.1 0.0 -0.8
H 0.2 -0.3 0.2
H 0.0 -0.4 -0.4
H -0.6 0.4 0.5
H -0.2 -0.1 -0.2
H -1.9 0.2 -0.7
H -0.1 -0.1 0.1
H -0.5 0.1 -0.1
H 0.0 0.2 0.5
H -0.5 0.4 0.2
H 0.3 0.1 0.3
H 0.0 0.1 0.1
H -0.4 0.2 0.2
C -4.5 0.1 5.8
O 1.3 1.0 -0.1
C -0.9 -1.0 2.6
C 0.7 -0.4 -0.4
N -0.1 0.9 -0.6
C 1.1 -0.8 -0.3
C -1.7 0.8 -0.1
O -0.2 1.1 1.2
C 1.1 -0.1 -0.3
H 0.0 -0.1 0.6
H -0.7 -0.6 2.0
H -1.1 1.4 2.9
H -0.9 -0.1 -0.6
H -0.9 0.2 0.7
H -0.6 -0.1 -0.1
H 0.4 0.0 -0.1
H 0.0 -0.5 -0.1
H -0.5 -0.7 0.3
H 0.4 -0.2 0.4
H -0.2 -0.6 0.2
H 0.3 0.5 -0.5
H -0.4 0.1 -0.1
H -0.1 0.2 0.1
H 0.2 -0.4 -0.6
C 0.9 0.1 0.4
O 0.0 2.8 -0.7
C 0.3 0.3 -1.0
C -0.9 1.0 3.2
N 4.1 -2.7 -0.3
C -0.2 -1.1 -0.5
C -0.1 0.0 0.2
O 0.4 -0.6 0.6
C 0.7 1.8 0.0
H 0.1 0.3 0.0
H -0.2 0.1 -0.8
H -0.2 -0.2 0.6
H -0.5 0.2 0.3
H 0.1 0.2 -0.2
H -0.3 -0.3 -1.0
H -0.2 0.3 -1.0
H 1.5 -0.7 0.8
H 0.0 0.4 -0.1
H 0.7 -0.9 -0.6
H -0.1 0.2 -0.3
H -0.2 -0.1 0.1
H -0.1 -0.1 -0.1
H 0.6 2.5 -2.1
H 0.4 0.3 -0.2
C 3.6 -4.8 -0.5
O -2.3 -0.5 2.1
H -0.2 -0.1 -0.9
H 0.1 -2.0 -0.9
H 6.1 -5.1 2.6
H -0.1 -1.7 2.0
C 0.1 -1.2 1.3
O -13.4 11.0 -1.3
H 1.5 1.7 1.0
H 0.9 0.3 -1.0
H -1.3 -0.9 0.7
H -2.5 -0.4 -0.9
O 2.2 3.0 -5.4
H 0.0 -0.1 -0.9
H 0.6 0.1 0.0
O 1.4 -8.6 9.7
H 2.4 -1.6 0.3
H -0.2 -0.8 0.7
O 3.8 -0.8 4.7
H 0.3 -0.4 0.1
H 0.5 0.7 0.3
O -1.0 7.7 12.1
H -0.4 -0.3 0.6
H 1.8 2.6 -1.0
O 9.3 -9.4 -9.7
H -0.2 -2.3 -2.7
H 2.7 -3.2 -4.5

Molecular formula: C5HN10O2PdS5
Method: DFT, ωB97M-V with the def2-TZVPD basis set

gap between HOMO and LUMO (spin up / spin down) = 5.49 / 5.85 eV
total charge = -1
spin multiplicity = 1

Geometry (Å):
1 Pd -0.179588 0.099100 0.207576
2 S 1.631078 -1.079298 -6.401850
3 C 1.058068 -0.720593 -4.918787
4 S 1.597090 0.803114 -4.201054
5 C 0.790869 0.678567 -2.572752
6 C -0.210218 -1.133424 -2.522569
7 S -1.121089 -1.794933 -1.197718
8 S 0.071039 -1.953300 -4.122960
9 S 0.898404 1.857190 -1.300384
10 N -0.673905 0.470273 3.593554
11 C -1.158399 -0.662189 2.998787
12 N -1.784813 -1.619804 3.647825
13 N -2.109034 -2.516486 2.687391
14 N -1.706507 -2.129887 1.540010
15 N -1.084144 -0.926658 1.691806
16 C 0.001257 1.460662 2.933741
17 N 0.475282 2.536246 3.525149
18 N 1.034717 3.249662 2.521217
19 N 0.909175 2.648727 1.402629
20 N 0.241770 1.480411 1.619857
21 H -0.741676 0.540390 4.593564
22 O -0.539477 0.223950 -2.802998
23 N 1.136257 -0.681188 -2.049158
24 O 1.463842 -0.830530 -0.872875

Force components x, y, z for each atom (eV/Å):
Pd -0.4 0.3 0.4
S -0.2 0.1 -0.1
C 0.4 -0.2 0.2
S -0.1 0.0 0.0
C 0.0 0.4 -0.2
C -0.3 -0.2 -0.2
S 0.2 0.2 0.1
S 0.0 0.1 -0.1
S -0.1 -0.3 0.1
N 0.1 0.0 0.0
C 0.0 0.1 0.0
N 0.0 0.0 0.0
N 0.0 0.0 0.0
N 0.0 0.0 0.0
N 0.0 -0.2 -0.2
C -0.1 0.0 0.1
N 0.0 0.0 0.0
N 0.0 0.0 0.0
N 0.0 0.0 0.0
N 0.2 0.0 -0.1
H 0.0 0.0 0.0
O 0.1 -0.1 -0.1
N 0.1 0.0 0.4
O 0.3 -0.2 -0.3